No. 1
This record from the Open Molecules 2025 dataset describes C54H41IrN4P2SbSe4 as an isolated structure. The level of theory is wB97M-V/def2-TZVPD.

The geometry in XYZ format:
```
107
Properties=species:S:1:pos:R:3:forces:R:3:lowdin_charge:R:1
Ir -1.286 1.759 -0.313 -0.5 0.3 -0.4 0.962
C -1.117 5.760 1.268 0.0 0.0 0.0 -0.033
C -1.073 4.671 0.371 0.0 -0.1 0.1 -0.136
N -1.380 3.457 0.772 0.0 0.0 0.1 -0.128
C -1.791 3.219 2.064 0.0 -0.1 -0.1 -0.181
C -1.785 4.237 3.018 0.0 0.1 0.1 -0.168
C -1.440 5.541 2.574 0.0 0.0 0.0 -0.016
C -2.076 3.917 4.369 0.0 0.0 0.0 -0.068
C -2.347 2.621 4.702 0.0 0.0 0.0 -0.107
C -2.410 1.594 3.737 0.0 0.0 0.0 -0.037
C -2.188 1.866 2.399 -0.1 0.2 0.0 -0.232
N -2.264 1.039 1.311 0.3 -0.2 0.0 -0.066
C -2.843 -0.198 1.122 -0.2 0.3 0.0 -0.226
C -3.671 -0.881 2.018 0.0 -0.1 0.0 -0.033
C -4.406 -1.990 1.592 0.0 0.0 0.0 -0.108
C -4.401 -2.388 0.276 0.0 0.0 0.0 -0.059
C -3.586 -1.712 -0.656 0.0 0.0 0.0 -0.188
C -3.742 -1.875 -2.067 0.0 0.0 0.0 -0.036
C -3.076 -1.016 -2.933 0.1 0.0 0.0 -0.087
C -2.096 -0.175 -2.486 0.0 0.1 -0.1 -0.175
N -1.697 -0.176 -1.099 0.2 0.1 0.1 -0.276
C -2.713 -0.728 -0.188 -0.2 0.0 0.0 -0.142
H -0.865 6.744 0.897 0.0 0.0 0.0 0.109
H -0.770 4.788 -0.668 0.0 0.1 0.0 -0.012
H -1.444 6.355 3.290 0.0 0.0 0.0 0.109
H -2.051 4.699 5.118 0.0 0.0 0.0 0.097
H -2.533 2.363 5.739 0.0 0.0 0.0 0.093
H -2.610 0.583 4.061 0.0 0.0 0.0 0.084
H -3.816 -0.503 3.017 0.0 0.0 0.0 0.079
H -5.047 -2.498 2.305 0.0 0.0 0.0 0.095
H -5.059 -3.175 -0.072 0.0 0.0 0.0 0.101
H -4.451 -2.604 -2.437 0.0 0.0 0.0 0.105
H -3.281 -1.018 -3.995 0.0 0.0 0.0 0.122
H -1.467 0.415 -3.138 0.0 0.0 0.0 0.054
C 4.767 4.610 3.111 0.0 0.0 0.0 -0.115
C 3.684 5.184 2.456 0.0 0.0 0.0 -0.094
C 2.654 4.387 1.986 0.0 0.0 0.0 -0.092
C 2.685 3.000 2.145 0.0 0.0 -0.1 -0.353
C 3.779 2.436 2.795 0.0 0.0 0.0 -0.095
C 4.810 3.234 3.278 0.0 0.0 0.0 -0.104
P 1.237 2.068 1.477 0.2 0.1 0.2 1.114
C 1.586 0.430 2.218 0.0 -0.1 -0.1 -0.372
C 2.107 -0.662 1.535 0.1 0.1 0.0 -0.077
C 2.338 -1.867 2.186 -0.1 0.0 0.0 -0.086
C 2.038 -1.998 3.534 0.0 0.0 0.0 -0.110
C 1.496 -0.918 4.224 0.0 -0.1 0.0 -0.101
C 1.267 0.281 3.570 -0.1 0.0 0.0 -0.116
C 1.622 2.033 -0.305 -0.2 0.1 0.0 -0.399
C 2.939 2.118 -0.768 0.0 -0.1 0.0 -0.129
C 3.201 2.206 -2.123 0.1 0.0 0.0 -0.122
C 2.137 2.197 -3.015 0.0 0.0 -0.1 -0.086
C 0.833 2.120 -2.561 0.0 -0.2 0.2 -0.197
C 0.517 2.057 -1.202 0.1 0.0 0.1 -0.336
H 5.570 5.231 3.487 0.0 0.0 0.0 0.089
H 3.641 6.257 2.312 0.0 0.0 0.0 0.097
H 1.812 4.841 1.475 0.0 0.0 0.0 0.098
H 3.833 1.362 2.925 0.0 0.0 0.0 0.098
H 5.654 2.773 3.776 0.0 0.0 0.0 0.092
H 2.338 -0.561 0.485 0.0 0.0 0.2 0.064
H 2.744 -2.705 1.632 0.0 0.0 0.0 0.101
H 2.209 -2.940 4.041 0.0 0.0 0.0 0.091
H 1.245 -1.015 5.274 0.0 0.0 0.0 0.092
H 0.828 1.116 4.107 0.0 0.0 0.0 0.101
H 3.761 2.115 -0.058 0.0 0.0 0.0 0.097
H 4.222 2.291 -2.479 0.0 0.0 0.0 0.091
H 2.309 2.274 -4.082 0.0 0.0 0.0 0.096
H 0.049 2.089 -3.299 0.0 0.1 -0.1 -0.089
N -0.436 -0.899 -0.998 0.1 -0.1 0.0 -0.108
P -0.159 -2.397 -1.428 0.0 -0.1 0.0 0.945
C -0.763 -3.103 -2.991 0.0 0.0 0.0 -0.288
C -1.718 -4.110 -3.067 0.0 0.0 0.0 -0.100
C -2.181 -4.538 -4.305 0.0 0.0 0.0 -0.087
C -1.707 -3.946 -5.465 0.0 0.0 0.0 -0.088
C -0.757 -2.934 -5.396 0.0 0.0 0.0 -0.066
C -0.281 -2.521 -4.164 0.0 0.0 0.0 -0.069
C -0.572 -3.627 -0.142 0.1 -0.1 0.0 -0.251
C -0.347 -5.001 -0.265 -0.1 0.1 0.0 -0.104
C -0.639 -5.856 0.784 0.0 0.0 0.1 -0.092
C -1.179 -5.351 1.963 0.0 0.0 0.0 -0.092
C -1.417 -3.993 2.087 0.1 0.0 0.0 -0.068
C -1.097 -3.132 1.046 0.1 0.0 0.1 -0.068
C 1.637 -2.460 -1.684 0.0 0.0 0.1 -0.262
C 2.264 -3.673 -1.976 0.0 0.0 0.0 -0.085
C 3.634 -3.724 -2.165 0.0 0.0 0.0 -0.094
C 4.387 -2.558 -2.076 0.0 0.0 0.0 -0.088
C 3.764 -1.346 -1.830 0.0 0.0 0.0 -0.058
C 2.387 -1.290 -1.639 -0.1 -0.1 -0.3 -0.084
H -2.123 -4.542 -2.161 0.0 0.0 0.0 0.101
H -2.929 -5.319 -4.358 0.0 0.0 0.0 0.098
H -2.091 -4.260 -6.428 0.0 0.0 0.0 0.098
H -0.401 -2.453 -6.297 0.0 0.0 0.0 0.108
H 0.441 -1.713 -4.110 0.0 0.0 0.0 0.122
H 0.034 -5.414 -1.189 0.0 0.0 0.0 0.089
H -0.456 -6.918 0.680 0.0 0.0 0.0 0.095
H -1.412 -6.021 2.781 0.0 0.0 0.0 0.095
H -1.842 -3.587 2.996 0.0 0.0 0.0 0.105
H -1.247 -2.066 1.155 0.1 -0.1 0.0 0.090
H 1.681 -4.577 -2.091 0.0 0.0 0.0 0.089
H 4.111 -4.667 -2.400 0.0 0.0 0.0 0.095
H 5.460 -2.598 -2.217 0.0 0.0 0.0 0.097
H 4.331 -0.426 -1.795 0.0 0.0 0.0 0.099
H 1.887 -0.341 -1.489 0.0 0.0 0.0 0.075
Se -0.860 2.559 -5.555 0.0 0.0 -0.6 -0.250
Sb -1.775 4.278 -4.080 0.3 -0.4 0.4 -0.356
Se -2.648 2.764 -2.099 0.1 0.0 0.4 0.177
Se -0.209 5.828 -3.044 0.2 0.1 0.0 -0.249
Se -3.901 5.192 -4.689 -0.4 0.1 -0.2 -0.321
```
Forces are in eV/Å.

Calculated values
- HOMO energy (spin up / spin down): -1.3 / -1.3 eV
- Charge: -2
- Multiplicity: 2
- ΔE to the lowest compared entry with this formula, charge and spin: 1.142 eV
- E_tot: -351965.733 eV
- Frontier orbital gap (spin up / spin down): 4.79 / 4.57 eV
- Expectation value of S²: 0.786
- LUMO (spin up / spin down): 3.480 / 3.259 eV

=====

No. 2
This record from the Open Molecules 2025 dataset describes C54H43ClN9O6PS2Tl as an isolated structure at a distorted geometry. The level of theory is wB97M-V/def2-TZVPD.

The geometry in XYZ format:
```
117
Properties=species:S:1:pos:R:3:forces:R:3:lowdin_charge:R:1
Tl 0.271 0.361 -0.209 -0.4 0.0 -0.1 0.841
C -3.164 6.000 -2.125 -0.1 0.1 0.3 -0.105
C -2.836 5.585 -3.419 0.1 -0.1 -0.3 -0.103
C -2.019 4.494 -3.635 0.0 0.1 0.0 -0.025
C -1.551 3.808 -2.522 -0.1 0.0 0.5 -0.105
C -0.714 2.645 -2.373 -0.2 0.4 0.1 -0.324
N -0.275 1.964 -3.408 0.0 -0.2 -0.4 0.189
C 0.537 0.950 -3.400 0.1 0.2 -0.3 -0.381
C 0.771 0.134 -4.567 0.4 -0.5 0.2 -0.105
C 0.258 0.149 -5.859 0.0 0.0 0.0 -0.004
C 0.706 -0.810 -6.747 -0.1 0.1 -0.1 -0.087
C 1.628 -1.788 -6.368 0.1 -0.2 0.0 -0.096
C 2.128 -1.826 -5.082 0.1 0.0 0.0 -0.027
C 1.712 -0.848 -4.189 -0.6 0.3 -0.4 -0.097
C 2.067 -0.524 -2.831 0.0 0.4 0.0 -0.278
N 3.130 -1.064 -2.211 -0.2 -0.2 -0.1 0.115
C 3.264 -1.151 0.263 0.4 0.1 -0.4 -0.442
N 2.261 -0.269 0.823 -0.4 0.5 0.4 0.067
C 2.548 0.020 2.090 -0.3 -0.1 -0.5 -0.286
N 1.848 0.637 3.009 0.0 -0.1 0.6 0.211
C 0.738 1.310 2.791 -0.1 0.4 -0.4 -0.278
N 0.245 1.726 1.611 0.6 -0.3 0.1 0.091
C -0.762 2.634 1.852 -0.4 0.5 -0.3 -0.274
N -1.412 3.355 0.991 -0.1 -0.1 1.1 0.209
C -1.267 3.274 -0.325 0.1 0.1 -0.8 -0.289
N -0.552 2.376 -1.043 0.2 -0.2 0.1 0.075
C -1.901 4.213 -1.218 0.2 -0.3 -0.4 -0.105
C -2.705 5.327 -1.011 -0.1 0.1 0.0 -0.025
C -0.936 2.779 3.288 0.4 -0.4 0.6 -0.095
C -1.762 3.578 4.057 0.0 0.0 -0.1 -0.009
C -1.648 3.482 5.435 -0.1 0.1 0.0 -0.085
C -0.751 2.596 6.027 0.0 -0.1 0.1 -0.084
C 0.078 1.797 5.258 0.1 0.0 -0.2 -0.006
C -0.008 1.914 3.885 -0.7 0.6 0.0 -0.111
C 3.844 -0.563 2.460 0.7 -0.6 -0.5 -0.089
C 4.551 -0.551 3.651 -0.2 0.1 -0.1 -0.004
C 5.715 -1.298 3.727 0.0 0.1 0.1 -0.080
C 6.143 -2.055 2.644 0.0 -0.1 -0.1 -0.075
C 5.429 -2.072 1.456 0.0 -0.1 0.0 -0.028
C 4.294 -1.294 1.363 -0.3 0.3 0.5 -0.091
N 1.351 0.488 -2.360 0.6 -0.1 0.3 0.074
H -3.782 6.877 -1.997 -0.1 0.1 0.0 0.090
H -3.225 6.141 -4.261 0.0 0.0 -0.1 0.091
H -1.741 4.165 -4.624 0.0 0.0 -0.1 0.105
H -0.471 0.892 -6.139 -0.1 0.1 -0.1 0.112
H 0.332 -0.819 -7.760 -0.1 0.0 -0.1 0.096
H 1.940 -2.530 -7.091 0.0 0.0 0.0 0.095
H 2.814 -2.607 -4.787 0.2 -0.1 0.0 0.101
H -2.959 5.645 -0.010 0.0 0.0 0.1 0.106
H -2.463 4.254 3.590 -0.1 0.1 0.0 0.110
H -2.266 4.109 6.062 -0.1 0.0 0.1 0.095
H -0.698 2.528 7.106 0.0 0.0 0.0 0.096
H 0.770 1.100 5.703 0.1 -0.1 0.1 0.111
H 4.184 0.016 4.491 -0.1 0.1 0.1 0.112
H 6.290 -1.319 4.642 0.0 0.0 0.1 0.099
H 7.034 -2.661 2.731 0.1 0.0 0.0 0.100
H 5.746 -2.707 0.643 0.0 0.0 -0.1 0.111
S -1.531 -0.591 -1.880 -0.1 0.7 -0.2 0.712
C -1.931 -2.229 -1.776 -0.5 -0.2 -0.5 -1.038
N -1.478 -3.164 -1.026 0.4 0.1 0.6 -0.009
C -2.095 -4.360 -1.235 -0.7 -0.5 -0.6 -0.326
C -1.839 -5.540 -0.545 0.0 0.1 0.0 -0.036
C -2.532 -6.685 -0.883 0.0 -0.1 0.1 -0.100
C -3.497 -6.673 -1.885 0.0 -0.1 -0.1 -0.113
C -3.781 -5.506 -2.572 0.0 -0.1 0.0 -0.111
C -3.080 -4.359 -2.251 0.2 0.1 0.1 -0.487
S -3.214 -2.767 -2.934 0.4 -0.1 0.5 0.989
H -1.098 -5.530 0.238 0.1 0.0 0.1 0.104
H -2.327 -7.602 -0.348 0.0 -0.1 0.0 0.095
H -4.026 -7.583 -2.135 0.0 0.0 0.0 0.093
H -4.539 -5.491 -3.337 -0.1 0.0 -0.1 0.099
C 2.674 -4.812 -2.017 -0.3 0.1 0.2 -0.066
C 1.236 -4.582 -1.570 0.1 -0.2 -0.5 -0.306
O 1.167 -4.217 -0.211 -0.1 -0.1 0.5 -0.294
P 1.048 -2.636 0.185 0.7 -0.4 -0.4 0.951
O 0.958 -2.827 1.774 -0.3 0.0 0.2 -0.272
C 1.927 -3.550 2.525 0.3 -0.4 0.3 -0.268
C 1.318 -4.790 3.157 0.0 0.4 -0.2 -0.054
O 2.729 -2.418 -0.015 0.1 -0.2 0.1 -0.229
C 3.800 -0.515 -1.075 0.2 0.0 0.3 -0.250
C 5.299 -0.678 -1.294 -0.2 0.2 0.0 -0.025
H 2.703 -5.030 -3.082 0.0 -0.1 -0.1 0.072
H 3.122 -5.638 -1.470 0.1 -0.1 0.0 0.077
H 3.249 -3.916 -1.806 0.2 0.0 0.0 0.040
H 0.649 -5.501 -1.677 0.0 0.2 -0.1 0.113
H 0.773 -3.806 -2.190 -0.1 0.0 0.0 0.107
H 2.295 -2.872 3.306 0.0 -0.1 -0.2 0.124
H 2.763 -3.839 1.880 0.0 0.1 0.1 0.110
H 0.478 -4.513 3.785 -0.2 0.0 0.1 0.055
H 2.063 -5.291 3.771 0.1 -0.1 0.1 0.075
H 0.971 -5.466 2.382 -0.1 -0.1 -0.1 0.071
H 3.550 0.548 -1.029 0.0 -0.1 0.0 0.152
H 3.443 -1.961 -2.541 0.0 0.0 0.0 0.128
H 5.853 -0.195 -0.496 0.2 0.0 0.1 0.085
H 5.577 -0.219 -2.240 0.0 0.1 -0.1 0.085
H 5.572 -1.728 -1.334 0.1 -0.2 0.0 0.076
C -5.811 -2.147 4.610 0.1 0.0 0.0 -0.034
C -4.504 -2.688 5.094 0.1 0.0 -0.3 -0.196
C -4.330 -3.153 6.381 0.2 0.0 0.0 -0.079
C -3.100 -3.658 6.772 0.1 0.1 -0.2 -0.688
Cl -2.912 -4.292 8.379 0.0 -0.1 0.3 0.621
C -2.025 -3.668 5.905 -0.1 0.0 0.1 -0.109
C -2.186 -3.187 4.616 -0.1 0.2 -0.3 0.004
C -3.422 -2.711 4.191 -0.1 -0.2 0.5 -0.227
O -3.718 -2.289 2.946 -0.1 0.1 0.2 -0.020
C -2.723 -2.226 1.954 0.6 0.5 -0.3 -0.073
C -1.670 -1.084 2.137 -0.9 -0.7 0.0 -0.603
O -1.619 -0.457 3.176 0.1 0.4 0.4 0.092
O -0.974 -0.972 1.081 0.1 0.0 -0.1 -0.228
H -6.589 -2.239 5.364 0.0 0.0 0.1 0.073
H -6.115 -2.679 3.710 -0.1 0.0 -0.1 0.084
H -5.684 -1.100 4.341 -0.1 0.1 -0.1 0.090
H -5.150 -3.120 7.084 -0.1 -0.1 0.0 0.105
H -1.066 -4.039 6.234 0.0 0.0 0.0 0.099
H -1.341 -3.151 3.949 0.1 0.0 -0.1 0.095
H -3.262 -2.015 1.028 0.1 -0.1 0.0 0.134
H -2.178 -3.169 1.835 -0.1 0.0 0.0 0.125
```
Forces are in eV/Å.

Calculated values
- HOMO energy (spin up / spin down): -3.7 / -3.8 eV
- Charge: -1
- ΔE to the lowest compared entry with this formula, charge and spin: 1.356 eV
- E_tot: -130573.622 eV
- Frontier orbital gap (spin up / spin down): 4.88 / 4.94 eV
- LUMO (spin up / spin down): 1.139 / 1.096 eV